Below is C20H42F18O25S13Zn3 as an isolated structure in a non-equilibrium geometry, with properties calculated with the ωB97M-V functional and the def2-TZVPD basis.

Maximum force, eV Å⁻¹: 2.20
Total charge: 0
Spin multiplicity: 1
Frontier orbital gap, hartree: 0.2965

Geometry (Å):
Zn 6.13 -13.87 -12.71
Zn 8.22 -10.06 -14.80
Zn 9.62 -14.30 -16.73
C 5.03 -12.77 -17.03
F 4.34 -11.64 -16.93
F 4.23 -13.79 -16.79
F 5.54 -12.84 -18.25
S 6.44 -12.82 -15.78
O 7.52 -13.55 -16.41
O 6.77 -11.44 -15.46
O 5.84 -13.51 -14.64
C 10.72 -13.36 -12.48
F 10.90 -14.61 -12.12
F 10.59 -12.59 -11.40
F 11.73 -12.92 -13.20
S 9.22 -13.23 -13.57
O 8.12 -13.82 -12.82
O 9.03 -11.82 -13.84
O 9.61 -14.02 -14.72
C 8.58 -10.59 -18.70
F 8.61 -11.42 -19.72
F 8.67 -9.34 -19.10
F 7.41 -10.76 -18.07
S 9.92 -11.07 -17.47
O 9.93 -12.54 -17.47
O 11.13 -10.48 -17.93
O 9.44 -10.66 -16.16
C 4.70 -9.74 -11.90
F 4.77 -8.43 -12.11
F 4.19 -9.94 -10.71
F 3.92 -10.31 -12.81
S 6.40 -10.49 -12.08
O 6.97 -9.91 -13.28
O 7.09 -10.14 -10.87
O 6.15 -11.91 -12.27
C 12.93 -16.48 -14.96
F 13.46 -17.70 -15.02
F 11.85 -16.45 -14.18
F 13.87 -15.66 -14.43
S 12.61 -15.87 -16.73
O 12.30 -17.02 -17.54
O 11.44 -14.98 -16.58
O 13.86 -15.24 -17.06
C 8.47 -18.54 -15.21
F 9.70 -18.57 -14.71
F 8.04 -19.76 -15.54
F 7.61 -18.11 -14.26
S 8.34 -17.48 -16.74
O 8.89 -16.19 -16.29
O 9.15 -18.18 -17.69
O 6.92 -17.42 -17.02
C 14.22 -14.45 -11.26
S 14.12 -14.81 -9.49
O 14.99 -16.00 -9.27
C 15.12 -13.42 -8.93
H 15.06 -14.90 -11.78
H 14.10 -13.38 -11.40
H 13.46 -15.02 -11.79
H 15.21 -13.50 -7.85
H 14.87 -12.43 -9.31
H 16.11 -13.60 -9.36
C 11.66 -11.46 -5.54
S 10.71 -11.90 -7.04
O 9.98 -10.68 -7.48
C 12.15 -12.11 -8.13
H 10.95 -11.03 -4.84
H 12.28 -10.63 -5.88
H 12.25 -12.28 -5.16
H 11.85 -12.74 -8.96
H 12.86 -12.70 -7.54
H 12.58 -11.16 -8.43
C 7.63 -13.07 -8.78
S 6.85 -14.55 -9.47
O 6.34 -14.04 -10.79
C 8.29 -15.58 -9.85
H 8.29 -13.21 -7.93
H 6.78 -12.49 -8.42
H 8.15 -12.50 -9.55
H 7.98 -16.51 -10.33
H 8.79 -15.83 -8.91
H 8.94 -15.12 -10.59
C 13.79 -12.58 -15.59
S 14.15 -10.96 -14.84
O 14.41 -11.19 -13.39
C 15.70 -10.68 -15.73
H 13.94 -12.57 -16.67
H 12.77 -12.79 -15.31
H 14.54 -13.28 -15.23
H 16.04 -9.66 -15.59
H 15.60 -10.89 -16.80
H 16.46 -11.34 -15.31
C 9.40 -19.64 -11.59
S 10.69 -19.05 -10.47
O 10.00 -18.17 -9.47
C 11.48 -17.96 -11.72
H 8.78 -20.30 -10.99
H 9.85 -20.15 -12.44
H 8.77 -18.84 -11.99
H 12.01 -18.49 -12.51
H 12.17 -17.32 -11.17
H 10.64 -17.44 -12.18
C 11.32 -8.40 -11.83
S 10.14 -7.86 -13.06
O 9.51 -9.09 -13.66
C 8.99 -7.07 -11.90
H 11.70 -7.49 -11.35
H 12.14 -8.90 -12.34
H 10.90 -9.02 -11.04
H 8.52 -7.88 -11.32
H 8.19 -6.49 -12.35
H 9.48 -6.45 -11.15
C 3.85 -16.24 -14.43
S 5.02 -16.96 -13.25
O 6.04 -15.88 -12.99
C 3.98 -16.98 -11.78
H 3.87 -16.75 -15.39
H 3.81 -15.15 -14.41
H 2.86 -16.47 -14.02
H 4.37 -17.64 -11.01
H 3.02 -17.42 -12.07
H 3.83 -15.99 -11.37